{
  "formula": "C5H14N2",
  "method": "ωB97M-V/def2-TZVPD",
  "elements": ["C", "C", "N", "C", "C", "N", "C", "H", "H", "H", "H", "H", "H", "H", "H", "H", "H", "H", "H", "H", "H"],
  "xyz": [[0.192753, 2.231117, -0.111199], [0.621059, 1.346648, 1.042660], [1.405999, 0.167063, 0.729256], [1.068248, -0.587282, -0.473896], [0.326650, -1.855403, -0.153215], [-0.990373, -1.629653, 0.438164], [-1.986389, -1.072111, -0.474019], [-0.627350, 2.851214, 0.187208], [1.022086, 2.781923, -0.553251], [-0.283092, 1.698881, -0.958149], [1.278603, 1.967595, 1.666441], [-0.239557, 1.066521, 1.652681], [2.379295, 0.461861, 0.635233], [0.423947, 0.029348, -1.094238], [2.000220, -0.741425, -1.043289], [0.865628, -2.522978, 0.516453], [0.122153, -2.411879, -1.065167], [-0.872680, -1.033669, 1.249528], [-2.912650, -1.639519, -0.383118], [-1.660371, -1.109221, -1.522963], [-2.134180, 0.000969, -0.285118]],
  "forces_ev_per_angstrom": [[-0.5, -0.8, -1.1], [0.3, 0.3, 0.1], [0.9, -0.2, -0.1], [0.3, 0.5, 0.1], [-0.6, -0.4, -0.1], [0.1, -0.2, 0.2], [0.4, 0.4, 0.0], [-0.3, 1.0, 0.4], [0.1, 0.2, 0.2], [0.3, 0.0, 0.4], [-0.3, -0.1, 0.2], [-0.2, 0.1, 0.0], [-0.3, -0.1, 0.1], [0.0, -0.2, -0.4], [-0.3, -0.3, 0.0], [0.3, 0.1, 0.1], [0.2, -0.2, -0.3], [-0.1, -0.1, -0.1], [-0.2, 0.2, -0.1], [0.0, -0.2, 0.2], [-0.3, -0.2, 0.0]],
  "s_squared": 0.75,
  "homo_energy_ev": [1.378, -4.989],
  "max_force_ha_per_bohr": 0.028,
  "homo_lumo_gap_ev": [2.773, 9.009],
  "e_tot_ha": -308.3253,
  "spin_multiplicity": 2,
  "total_charge": -1
}